Entry 1:
{"formula": "C45H33N2O11S", "method": "the ωB97M-V functional and the def2-TZVPD basis", "elements": ["C", "C", "O", "C", "O", "C", "C", "C", "C", "C", "C", "O", "O", "C", "C", "C", "C", "O", "O", "C", "C", "O", "C", "N", "S", "N", "C", "H", "H", "H", "H", "H", "H", "H", "H", "H", "H", "H", "H", "H", "H", "H", "H", "H", "C", "C", "C", "C", "C", "C", "C", "O", "C", "C", "C", "C", "C", "C", "C", "O", "H", "H", "H", "H", "H", "H", "H", "H", "C", "C", "C", "C", "C", "C", "C", "O", "C", "C", "C", "C", "C", "C", "C", "O", "H", "H", "H", "H", "H", "H", "H", "H"], "xyz": [[-0.904, -4.659, 1.834], [-1.885, -3.842, 0.819], [-1.170, -2.902, -0.023], [-0.449, -3.545, -1.057], [-0.591, -4.794, -1.284], [0.589, -2.771, -2.021], [0.609, -1.183, -1.776], [1.743, -0.769, -0.666], [1.123, 0.437, 0.213], [0.553, 0.237, 1.661], [0.501, -1.221, 2.365], [1.554, -1.909, 2.584], [-0.779, -1.638, 2.756], [-0.029, 1.447, 2.529], [-0.028, 2.903, 1.932], [-0.572, 4.059, 2.881], [-0.776, 5.488, 2.209], [0.215, 6.218, 1.911], [-2.100, 5.994, 1.980], [-2.332, 6.242, 0.585], [-2.776, 5.092, -0.438], [-2.206, 7.427, 0.166], [0.543, 3.043, 0.488], [0.646, 4.275, -0.255], [1.326, 3.947, -1.804], [1.632, 2.254, -1.773], [1.131, 1.884, -0.457], [0.165, -4.299, 1.584], [-1.122, -4.324, 2.908], [-1.025, -5.788, 1.709], [-2.594, -4.542, 0.256], [-2.555, -3.196, 1.512], [1.673, -3.139, -1.838], [0.297, -3.074, -3.097], [-0.382, -0.766, -1.342], [0.847, -0.637, -2.771], [1.967, -1.668, 0.027], [2.695, -0.389, -1.192], [-0.413, 1.206, 3.578], [-1.613, 3.721, 3.267], [0.085, 4.167, 3.818], [-3.343, 4.228, 0.063], [-1.891, 4.716, -1.065], [-3.506, 5.593, -1.182], [-1.106, 7.140, -2.910], [-2.232, 7.955, -3.007], [-3.067, 7.860, -4.116], [-2.772, 6.957, -5.138], [-1.631, 6.158, -5.052], [-0.805, 6.243, -3.930], [-1.279, 5.231, -6.151], [-0.285, 4.530, -6.076], [-2.149, 5.175, -7.348], [-1.799, 4.349, -8.418], [-2.617, 4.280, -9.541], [-3.791, 5.028, -9.596], [-4.140, 5.856, -8.535], [-3.314, 5.939, -7.413], [-3.676, 6.851, -6.304], [-4.702, 7.509, -6.355], [-0.460, 7.208, -2.040], [-2.460, 8.662, -2.217], [-3.946, 8.494, -4.183], [0.077, 5.615, -3.850], [-0.887, 3.761, -8.380], [-2.340, 3.641, -10.373], [-4.433, 4.968, -10.470], [-5.054, 6.441, -8.586], [2.993, -3.549, 6.681], [4.268, -3.945, 7.080], [4.739, -5.213, 6.753], [3.929, -6.094, 6.035], [2.643, -5.706, 5.657], [2.180, -4.427, 5.972], [1.756, -6.647, 4.939], [0.635, -6.307, 4.606], [2.249, -8.010, 4.639], [1.404, -8.928, 4.012], [1.863, -10.207, 3.715], [3.169, -10.571, 4.032], [4.013, -9.662, 4.661], [3.550, -8.382, 4.974], [4.444, -7.433, 5.676], [5.588, -7.753, 5.959], [2.630, -2.557, 6.929], [4.897, -3.264, 7.645], [5.735, -5.513, 7.062], [1.186, -4.114, 5.668], [0.385, -8.650, 3.759], [1.202, -10.921, 3.232], [3.529, -11.567, 3.793], [5.028, -9.953, 4.911]], "forces_ev_per_angstrom": [[0.01, 0.91, -0.68], [-1.15, -0.57, 2.51], [1.65, -1.61, -2.45], [-0.39, -3.75, -0.34], [0.40, 4.70, 1.00], [-0.47, 0.92, 0.71], [0.39, 0.45, 0.14], [-1.11, 0.56, 0.49], [-0.45, 0.98, 2.06], [0.54, 2.17, -2.32], [-3.04, -2.92, 2.08], [-2.28, 2.46, -1.17], [5.39, 2.76, -1.92], [1.33, 2.14, -4.14], [0.87, -4.43, 0.10], [-1.42, -0.12, 0.11], [4.43, 2.32, -0.83], [-4.55, -3.21, 1.39], [0.93, -1.58, -1.58], [0.48, 3.99, -2.21], [-0.69, 0.28, 0.18], [-0.66, -4.93, 1.94], [0.89, 1.20, -2.53], [0.39, -3.81, -0.04], [-0.63, -1.85, 2.83], [-2.62, 1.27, 5.19], [-0.30, -0.84, 1.50], [-1.62, -0.84, 0.58], [0.37, -0.57, -1.65], [0.31, 1.57, 0.13], [1.36, 1.04, 0.32], [1.31, -0.71, -1.48], [-2.00, 0.21, -0.13], [0.36, 0.55, 1.84], [1.47, -1.01, -1.03], [-0.48, -0.85, 1.69], [-0.32, 1.60, -1.06], [-1.45, -0.67, 0.92], [0.55, 0.45, -1.76], [1.71, 0.50, -0.67], [-0.76, 0.06, -1.66], [1.16, 1.26, -0.60], [-1.12, 0.56, 1.29], [1.26, -0.66, 1.31], [0.05, -0.12, -0.19], [-0.12, 0.00, -0.22], [0.14, 0.06, 0.24], [0.13, 0.08, 0.26], [-0.02, 0.16, 0.29], [-0.01, 0.18, 0.18], [0.85, -0.53, 0.22], [-0.29, 0.19, -0.09], [-0.17, -0.09, -0.43], [-0.11, -0.06, -0.25], [0.06, 0.08, 0.22], [0.03, 0.10, 0.20], [0.02, -0.13, -0.23], [-0.01, -0.21, -0.37], [-0.78, 0.59, 0.10], [0.26, -0.20, -0.05], [-0.11, -0.02, -0.06], [0.04, -0.16, -0.05], [0.08, -0.18, -0.13], [-0.17, 0.04, -0.18], [-0.11, 0.14, 0.18], [-0.02, 0.06, 0.11], [0.06, 0.01, 0.10], [0.18, -0.01, 0.17], [-0.01, -0.20, -0.05], [-0.05, -0.23, -0.12], [0.01, 0.25, 0.11], [-0.03, 0.28, 0.13], [0.17, 0.35, 0.22], [-0.01, 0.17, 0.10], [-0.97, 0.50, -0.28], [0.30, -0.24, 0.14], [0.05, -0.47, -0.13], [0.01, -0.27, -0.09], [0.03, 0.24, 0.09], [0.06, 0.20, 0.10], [-0.12, -0.23, -0.11], [-0.15, -0.34, -0.19], [0.92, -0.10, 0.28], [-0.30, 0.01, -0.08], [0.02, -0.12, -0.08], [-0.05, -0.07, -0.08], [-0.16, -0.10, -0.14], [0.14, -0.15, -0.09], [0.19, 0.15, 0.08], [0.06, 0.10, 0.04], [-0.03, 0.11, 0.03], [-0.12, 0.21, 0.04]], "e_lumo_ev": 0.4, "total_charge": -1, "e_tot_ha": -3069.80220, "spin_multiplicity": 1}

Entry 2:
{"formula": "C45H34AsClCoN5O2P", "method": "the ωB97M-V functional and the def2-TZVPD basis", "elements": ["Co", "Cl", "C", "C", "C", "C", "O", "C", "C", "N", "C", "C", "C", "C", "C", "C", "C", "C", "N", "C", "C", "H", "H", "H", "H", "H", "H", "H", "H", "H", "H", "C", "C", "As", "C", "C", "C", "C", "C", "C", "C", "C", "C", "C", "C", "C", "P", "C", "C", "C", "C", "C", "C", "C", "C", "C", "C", "C", "C", "H", "H", "H", "H", "H", "H", "H", "H", "H", "H", "H", "H", "H", "H", "H", "H", "H", "H", "H", "H", "H", "H", "H", "H", "O", "N", "C", "C", "N", "C", "N"], "xyz": [[2.315, -0.413, 0.143], [6.695, 2.741, -4.610], [5.426, 1.969, -3.715], [4.109, 2.093, -4.157], [3.092, 1.533, -3.421], [3.345, 0.821, -2.236], [2.347, 0.346, -1.553], [4.703, 0.650, -1.825], [5.032, -0.137, -0.697], [4.164, -0.671, 0.134], [4.554, -1.524, 1.139], [5.756, -2.227, 1.238], [6.003, -3.011, 2.356], [5.080, -3.132, 3.375], [3.828, -2.498, 3.273], [2.803, -2.601, 4.233], [1.606, -1.954, 4.004], [1.425, -1.220, 2.836], [2.373, -1.087, 1.907], [3.561, -1.706, 2.130], [5.725, 1.249, -2.587], [3.893, 2.622, -5.071], [2.067, 1.628, -3.745], [6.090, -0.293, -0.499], [6.475, -2.204, 0.434], [6.943, -3.539, 2.424], [5.292, -3.736, 4.245], [2.967, -3.197, 5.118], [0.804, -2.012, 4.726], [0.484, -0.724, 2.639], [6.753, 1.129, -2.280], [-1.504, -0.181, 0.431], [-1.872, 0.977, 1.366], [-3.643, 1.703, 0.791], [-4.279, 2.583, 2.427], [-4.184, 2.002, 3.683], [-4.691, 2.641, 4.799], [-5.313, 3.872, 4.672], [-5.429, 4.454, 3.422], [-4.913, 3.815, 2.308], [-4.680, 0.046, 1.031], [-4.286, -1.007, 1.845], [-5.056, -2.150, 1.957], [-6.244, -2.257, 1.255], [-6.658, -1.211, 0.447], [-5.879, -0.074, 0.333], [0.132, 0.050, -0.404], [-0.166, 1.733, -1.044], [-1.349, 2.125, -1.664], [-1.552, 3.455, -1.990], [-0.570, 4.395, -1.724], [0.613, 4.012, -1.114], [0.802, 2.690, -0.760], [-0.029, -1.136, -1.907], [-1.283, -1.974, -2.058], [-1.372, -2.956, -3.000], [0.448, -3.590, -4.818], [0.721, -1.073, -4.233], [0.209, -0.402, -3.210], [-2.274, -0.257, -0.344], [-1.467, -1.142, 0.952], [-1.138, 1.785, 1.295], [-1.875, 0.665, 2.412], [-3.724, 1.029, 3.794], [-4.610, 2.177, 5.771], [-5.707, 4.373, 5.543], [-5.928, 5.407, 3.316], [-5.007, 4.268, 1.326], [-3.363, -0.949, 2.405], [-4.727, -2.959, 2.593], [-6.843, -3.151, 1.338], [-7.587, -1.289, -0.099], [-6.200, 0.746, -0.304], [-2.114, 1.391, -1.898], [-2.478, 3.756, -2.458], [-0.732, 5.430, -1.976], [1.381, 4.743, -0.912], [1.715, 2.390, -0.261], [-2.121, -1.829, -1.403], [-2.256, -3.573, -3.092], [0.799, -4.587, -4.991], [0.937, -0.663, -5.203], [-0.072, 0.636, -3.265], [1.453, -2.226, -0.428], [1.093, -2.065, -1.654], [1.711, -2.658, -2.670], [0.941, -2.516, -3.936], [-0.342, -3.216, -3.792], [2.915, -3.314, -2.492], [3.935, -3.841, -2.364]], "forces_ev_per_angstrom": [[-0.34, 1.19, -0.22], [0.24, 0.09, -0.18], [-0.29, -0.11, 0.03], [0.33, 0.15, -0.13], [-0.07, -0.32, 0.46], [1.04, 0.57, -0.66], [-0.75, -0.44, -0.02], [-0.49, -0.02, -0.23], [0.95, 0.20, -0.51], [-0.06, -0.78, 1.05], [-0.11, 0.19, -0.56], [0.12, 0.17, -0.10], [-0.17, 0.02, 0.20], [0.26, -0.20, 0.09], [-0.24, 0.13, 0.09], [-0.06, 0.21, -0.44], [0.11, -0.10, 0.21], [-0.03, 0.16, -0.22], [-0.08, -0.65, 1.16], [0.10, -0.15, 0.19], [-0.14, 0.01, -0.03], [0.02, 0.13, -0.08], [-0.10, 0.07, -0.02], [-0.04, -0.01, 0.02], [0.07, 0.10, -0.07], [0.07, -0.08, 0.01], [0.02, -0.06, 0.06], [-0.04, -0.03, 0.14], [-0.04, 0.03, -0.05], [-0.03, 0.04, -0.04], [0.12, 0.01, 0.05], [0.23, -0.17, -0.16], [0.01, 0.18, 0.21], [-0.02, -0.18, 0.45], [0.07, 0.06, -0.15], [0.12, -0.21, 0.01], [0.00, -0.03, 0.14], [-0.04, 0.08, 0.00], [-0.08, 0.12, 0.07], [0.12, -0.09, -0.35], [0.07, 0.08, -0.12], [0.20, 0.05, 0.11], [-0.02, -0.14, 0.05], [-0.06, -0.05, 0.00], [-0.12, -0.05, -0.04], [0.13, 0.32, -0.09], [-1.08, 0.51, 0.03], [0.09, -0.14, 0.02], [0.12, -0.11, -0.06], [-0.07, -0.01, -0.16], [-0.06, 0.01, 0.03], [-0.04, 0.10, 0.04], [0.19, -0.09, 0.06], [-0.14, 0.61, -0.08], [-0.22, -0.41, -0.23], [-0.81, 0.56, 1.04], [-0.10, -0.17, 0.02], [-0.02, 0.07, -0.05], [0.11, -0.05, -0.36], [0.17, -0.16, 0.07], [-0.15, 0.03, -0.05], [-0.23, 0.06, 0.03], [-0.12, 0.00, -0.02], [0.03, -0.05, 0.03], [0.02, -0.05, 0.07], [-0.04, 0.03, 0.06], [-0.02, 0.09, -0.03], [0.00, 0.04, 0.07], [0.07, 0.01, 0.04], [0.02, -0.05, 0.04], [-0.06, -0.06, 0.00], [-0.07, 0.02, -0.05], [-0.03, -0.08, -0.02], [0.00, 0.07, 0.01], [-0.07, 0.02, -0.03], [-0.03, 0.15, -0.09], [0.06, 0.04, 0.05], [0.01, 0.01, -0.07], [-0.10, -0.01, 0.09], [-0.01, 0.01, -0.07], [0.17, -0.37, -0.21], [-0.03, 0.15, -0.15], [-0.02, 0.06, -0.02], [-0.06, -0.65, -0.88], [1.81, -1.39, -0.24], [-2.05, 1.15, 0.84], [-0.25, 0.67, 0.24], [0.93, -0.24, -0.77], [1.64, -1.02, 0.49], [-0.50, 0.22, -0.13]], "e_lumo_ev": [-0.9, -1.0], "e_tot_ha": -6579.30478, "spin_multiplicity": 4}

Entry 3:
{"formula": "C45H35BrI2N7O3Rb", "method": "the ωB97M-V functional and the def2-TZVPD basis", "elements": ["Rb", "O", "C", "C", "C", "C", "C", "C", "C", "O", "N", "N", "C", "C", "Br", "C", "C", "C", "C", "C", "C", "C", "H", "H", "H", "H", "H", "H", "H", "H", "H", "H", "H", "H", "H", "H", "I", "C", "C", "C", "I", "C", "O", "C", "C", "N", "C", "C", "C", "C", "C", "C", "N", "C", "H", "H", "H", "H", "H", "H", "H", "H", "H", "H", "H", "N", "C", "C", "C", "C", "C", "C", "C", "C", "C", "C", "C", "C", "N", "C", "C", "C", "C", "N", "H", "H", "H", "H", "H", "H", "H", "H", "H", "H"], "xyz": [[0.652, 0.522, -1.425], [-0.724, 5.225, -0.101], [-0.479, 5.414, 1.139], [-0.768, 6.654, 1.771], [-0.573, 6.847, 3.115], [-0.042, 5.839, 3.912], [0.293, 4.632, 3.325], [0.079, 4.400, 1.978], [0.392, 3.039, 1.405], [0.217, 2.925, 0.049], [-0.473, 2.057, 2.104], [-0.253, 0.787, 1.972], [-0.766, -0.065, 2.784], [-0.591, -1.473, 2.644], [-0.035, -2.094, 0.911], [-0.854, -2.386, 3.607], [-1.094, -2.066, 5.002], [-1.964, -2.854, 5.760], [-2.210, -2.570, 7.089], [-1.575, -1.503, 7.705], [-0.696, -0.722, 6.973], [-0.451, -1.001, 5.644], [-0.241, 3.820, -0.217], [-1.175, 7.443, 1.151], [-0.834, 7.799, 3.567], [0.113, 5.995, 4.972], [0.731, 3.845, 3.935], [1.431, 2.741, 1.661], [-0.978, 2.402, 2.925], [-1.398, 0.265, 3.618], [-0.891, -3.434, 3.347], [-2.463, -3.684, 5.279], [-2.908, -3.178, 7.648], [-1.755, -1.289, 8.749], [-0.195, 0.113, 7.444], [0.265, -0.413, 5.092], [-2.349, 4.979, -8.201], [-1.355, 3.881, -6.665], [-0.078, 3.406, -6.891], [0.533, 2.717, -5.874], [2.512, 1.996, -6.145], [-0.039, 2.448, -4.599], [0.554, 1.788, -3.712], [-1.354, 3.010, -4.432], [-2.009, 2.880, -3.077], [-2.079, 1.529, -2.557], [-2.876, 0.625, -3.348], [-3.390, -0.506, -2.500], [-4.386, -1.359, -2.984], [-4.887, -2.342, -2.153], [-4.382, -2.447, -0.865], [-3.383, -1.564, -0.485], [-2.897, -0.627, -1.278], [-1.984, 3.686, -5.448], [0.428, 3.569, -7.832], [-3.027, 3.288, -3.115], [-1.440, 3.469, -2.348], [-1.124, 1.182, -2.509], [-2.335, 0.194, -4.214], [-3.744, 1.166, -3.752], [-4.761, -1.236, -3.990], [-5.667, -3.010, -2.497], [-4.762, -3.189, -0.179], [-2.961, -1.605, 0.510], [-2.979, 4.085, -5.285], [4.636, -6.495, 4.149], [4.334, -5.850, 3.245], [3.980, -5.057, 2.139], [4.820, -4.013, 1.730], [4.478, -3.231, 0.650], [3.279, -3.439, -0.038], [2.443, -4.482, 0.382], [2.791, -5.291, 1.441], [2.880, -2.561, -1.133], [3.267, -1.216, -1.113], [3.323, -0.321, -2.232], [3.852, 0.847, -1.759], [4.070, 0.637, -0.369], [3.746, -0.577, 0.015], [2.078, -3.078, -2.173], [2.017, -4.421, -2.647], [1.110, -4.420, -3.681], [0.636, -3.091, -3.771], [1.219, -2.291, -2.899], [5.737, -3.832, 2.273], [5.125, -2.430, 0.329], [1.503, -4.631, -0.125], [2.135, -6.090, 1.760], [3.076, -0.574, -3.247], [4.091, 1.731, -2.331], [4.488, 1.346, 0.335], [2.623, -5.242, -2.298], [0.804, -5.256, -4.290], [-0.109, -2.713, -4.454]], "forces_ev_per_angstrom": [[0.29, -0.33, 0.87], [-0.05, -0.20, -0.38], [-0.05, 0.05, 0.26], [-0.06, 0.12, -0.10], [0.02, 0.10, 0.16], [0.09, 0.08, 0.46], [0.02, -0.02, -0.04], [-0.07, -0.06, -0.16], [0.42, -0.57, 0.31], [-0.11, 0.53, -0.38], [-0.47, 0.67, 0.67], [0.47, -0.48, -0.34], [-0.31, 0.83, 0.15], [0.00, -1.14, -0.05], [-0.18, 0.02, 0.47], [0.28, 0.22, -0.96], [-0.15, 0.22, 0.55], [0.03, 0.04, -0.19], [-0.05, -0.03, 0.17], [-0.06, -0.01, 0.03], [0.01, 0.09, 0.18], [0.01, -0.16, -0.13], [0.15, -0.21, -0.16], [-0.04, -0.01, -0.07], [0.00, 0.03, -0.03], [0.03, 0.02, 0.03], [0.01, -0.02, -0.01], [-0.26, 0.11, -0.09], [0.12, -0.16, -0.25], [0.07, 0.00, -0.12], [0.11, -0.07, -0.11], [-0.05, -0.08, -0.01], [-0.01, -0.07, 0.03], [-0.04, 0.03, 0.07], [0.07, 0.03, 0.03], [0.06, 0.06, -0.03], [0.21, -0.26, 0.32], [-0.30, 0.41, -0.67], [-0.09, 0.12, -0.21], [0.80, -0.36, 0.03], [-0.37, 0.12, 0.00], [-0.32, 0.38, -0.65], [0.13, -0.17, 0.48], [-0.03, -0.03, 0.24], [0.22, 0.15, -0.07], [0.04, -0.07, -0.01], [0.18, 0.01, -0.17], [-0.34, -0.14, -0.10], [0.06, 0.00, 0.09], [0.03, 0.03, -0.03], [-0.03, 0.04, 0.00], [-0.31, -0.42, 0.20], [0.35, 0.14, 0.00], [-0.15, 0.08, -0.04], [-0.01, 0.00, 0.01], [0.13, 0.03, 0.02], [-0.11, 0.02, -0.05], [-0.97, 0.39, -0.47], [-0.16, 0.16, 0.09], [0.19, -0.05, 0.01], [-0.01, 0.03, -0.09], [-0.01, -0.02, -0.01], [0.03, -0.04, 0.09], [0.06, -0.07, 0.08], [-0.01, 0.02, 0.04], [-0.01, -0.03, 0.01], [0.28, -0.63, 0.85], [-0.33, 0.78, -1.06], [-0.04, -0.30, 0.17], [-0.03, 0.02, -0.15], [0.19, -0.46, 0.55], [0.08, 0.19, -0.16], [0.18, -0.10, 0.35], [-0.16, 0.67, -0.52], [0.01, -0.22, -0.25], [0.51, -0.24, -0.24], [0.08, 0.11, -0.27], [0.18, 0.04, 0.16], [-0.03, 0.04, 0.56], [0.08, -0.40, 0.11], [0.15, -0.05, 0.18], [-0.05, -0.22, -0.07], [0.00, 0.06, -0.20], [-0.21, 0.57, 0.11], [0.05, 0.01, 0.00], [0.01, -0.01, 0.03], [-0.03, -0.02, -0.02], [-0.01, -0.01, 0.01], [-0.14, 0.03, -0.08], [-0.09, 0.05, 0.02], [-0.08, 0.03, 0.03], [-0.01, -0.07, 0.02], [0.01, -0.05, -0.04], [-0.12, 0.05, -0.05]], "e_lumo_ev": 3.3, "total_charge": -2, "e_tot_ha": -5538.35928, "spin_multiplicity": 1}